# 1
{
  "formula": "C4H9N",
  "method": "wB97M-V/def2-TZVPD",
  "elements": ["C", "C", "C", "N", "C", "H", "H", "H", "H", "H", "H", "H", "H", "H"],
  "xyz": [[0.439, 0.467, -0.993], [0.972, 0.459, 0.440], [-0.021, -0.395, 1.268], [-0.976, -0.943, 0.316], [-1.000, -0.031, -0.798], [1.011, -0.201, -1.633], [0.448, 1.447, -1.464], [1.083, 1.464, 0.845], [2.026, 0.161, 0.468], [0.492, -1.169, 1.838], [-0.556, 0.281, 1.924], [-0.804, -1.900, 0.051], [-1.635, 0.835, -0.588], [-1.477, -0.474, -1.673]],
  "forces_ev_per_angstrom": [[-0.38, 0.01, -0.11], [1.12, 0.62, 0.08], [0.50, 0.11, -0.51], [-0.52, -0.23, 0.43], [-0.24, 0.26, -0.69], [0.02, -0.20, -0.04], [0.12, 0.10, 0.05], [-0.57, 0.22, 0.02], [-0.25, -0.69, 0.01], [-0.24, 0.00, 0.09], [-0.08, -0.04, 0.44], [0.26, 0.06, -0.09], [0.00, 0.01, 0.39], [0.27, -0.24, -0.08]],
  "smiles": "C1CCNC1",
  "orbital_gap_ev": 9.87,
  "e_lumo_ev": 1.180,
  "spin_multiplicity": 1,
  "homo_ev": -8.688
}

***

# 2
{
  "formula": "C4H9N",
  "method": "wB97M-V/def2-TZVPD",
  "elements": ["C", "C", "C", "N", "C", "H", "H", "H", "H", "H", "H", "H", "H", "H"],
  "xyz": [[-1.762, 0.527, -0.468], [-0.527, 0.272, 0.346], [-0.045, -1.077, 0.777], [0.477, -0.425, -0.403], [1.805, 0.121, -0.352], [-2.566, 0.931, 0.141], [-1.519, 1.240, -1.269], [-2.091, -0.390, -0.973], [-0.192, 1.086, 1.008], [-0.653, -1.967, 0.622], [0.624, -1.117, 1.640], [2.058, 0.539, 0.638], [2.515, -0.664, -0.612], [1.875, 0.924, -1.095]],
  "forces_ev_per_angstrom": [[-0.15, -0.03, -0.13], [-0.06, 0.14, 0.11], [-0.06, -0.10, 0.12], [0.20, -0.08, -0.22], [0.33, 0.05, 0.01], [-0.23, 0.03, -0.02], [-0.10, -0.06, 0.29], [0.03, 0.15, 0.26], [-0.07, -0.19, -0.41], [0.11, 0.15, -0.05], [-0.24, 0.05, -0.06], [0.04, -0.10, -0.10], [0.13, 0.12, 0.04], [0.08, -0.13, 0.13]],
  "smiles": "C[C@H]1CN1C",
  "orbital_gap_ev": 10.34,
  "e_lumo_ev": 1.258,
  "spin_multiplicity": 1,
  "homo_ev": -9.080
}

***

# 3
{
  "formula": "C4H9N",
  "method": "wB97M-V/def2-TZVPD",
  "elements": ["C", "C", "C", "C", "N", "H", "H", "H", "H", "H", "H", "H", "H", "H"],
  "xyz": [[-0.119, -1.529, -0.080], [-0.838, -0.374, -0.003], [-1.800, 0.455, -0.713], [2.624, 0.578, -0.077], [-0.824, 0.596, 0.835], [0.396, -1.873, 0.808], [3.053, 1.201, 0.705], [0.054, -2.150, -0.953], [-1.504, 1.139, -1.506], [-2.753, 0.615, -0.219], [2.904, -0.470, 0.004], [1.542, 0.670, 0.034], [2.893, 0.952, -1.062], [-0.674, 0.256, 1.790]],
  "forces_ev_per_angstrom": [[0.63, -1.46, 0.08], [0.01, -0.52, -0.91], [0.31, 1.51, 1.70], [-0.50, 0.19, -0.05], [-0.49, -0.66, -0.71], [0.13, 0.23, 0.09], [0.28, -0.21, -0.09], [-0.52, 0.28, -0.10], [0.16, 0.15, 0.29], [-0.51, -0.79, -0.88], [0.18, 0.06, 0.15], [0.12, 0.00, -0.10], [0.12, 0.03, 0.05], [0.07, 1.20, 0.48]],
  "orbital_gap_ev": [9.28, 8.78],
  "e_lumo_ev": [-6.252, -7.600],
  "charge": 1,
  "spin_multiplicity": 2,
  "homo_ev": [-15.527, -16.384]
}

***

# 4
{
  "formula": "C4H9N2",
  "method": "wB97M-V/def2-TZVPD",
  "elements": ["C", "C", "C", "C", "N", "N", "H", "H", "H", "H", "H", "H", "H", "H", "H"],
  "xyz": [[-0.685, 0.648, -1.799], [-0.878, 0.281, -0.346], [-0.282, -1.072, 0.125], [0.607, -0.229, 0.977], [1.560, -0.493, 1.830], [0.088, 0.904, 0.572], [0.344, 0.488, -2.109], [-0.943, 1.691, -1.964], [-1.336, 0.036, -2.417], [-1.908, 0.453, -0.026], [0.228, -1.643, -0.648], [-0.958, -1.727, 0.670], [1.829, -1.447, 2.023], [2.052, 0.239, 2.324], [0.281, 1.871, 0.788]],
  "forces_ev_per_angstrom": [[-0.03, -0.03, 0.20], [-0.45, 0.02, -0.59], [-0.22, -0.37, -0.11], [0.04, 0.00, 0.07], [0.23, 0.03, 0.21], [0.22, 0.32, 0.25], [0.12, -0.03, -0.04], [-0.03, 0.09, -0.05], [-0.07, -0.04, -0.07], [0.12, -0.07, 0.07], [0.09, 0.03, -0.02], [0.01, 0.01, 0.09], [-0.06, 0.09, -0.06], [-0.04, -0.08, -0.04], [0.09, 0.03, 0.09]],
  "smiles": "C[C@H]1CC(=[NH2+])N1",
  "orbital_gap_ev": 12.24,
  "e_lumo_ev": -3.073,
  "charge": 1,
  "spin_multiplicity": 1,
  "homo_ev": -15.316
}

***

# 5
{
  "formula": "C4H9N2",
  "method": "wB97M-V/def2-TZVPD",
  "elements": ["C", "C", "C", "C", "N", "N", "H", "H", "H", "H", "H", "H", "H", "H", "H"],
  "xyz": [[1.695, -1.534, -2.182], [-1.751, 0.756, -0.876], [-0.538, 0.702, -0.332], [0.353, 0.410, 2.010], [1.090, -1.199, -1.244], [-0.144, -0.193, 0.772], [1.966, -1.664, -3.147], [-1.771, 1.343, -1.709], [-2.643, 0.244, -0.518], [0.322, 1.157, -0.739], [1.227, 0.988, 1.696], [-0.413, 0.951, 2.503], [0.830, -0.379, 2.587], [-0.859, -0.921, 0.954], [0.638, -0.662, 0.226]],
  "forces_ev_per_angstrom": [[-3.14, 1.71, 4.44], [1.26, -1.29, 2.46], [-1.95, -0.59, 0.63], [1.89, -0.42, -0.63], [2.64, -1.59, -2.73], [-0.55, -0.74, -0.94], [1.28, -0.71, -2.54], [-0.66, 1.53, -2.18], [0.31, 0.10, -0.07], [0.60, 0.75, -0.37], [-0.45, 0.64, 0.27], [-0.44, 0.53, 0.55], [-0.56, -0.12, 0.41], [0.37, 0.58, -0.19], [-0.61, -0.39, 0.88]],
  "orbital_gap_ev": 11.73,
  "e_lumo_ev": -3.151,
  "charge": 1,
  "spin_multiplicity": 1,
  "homo_ev": -14.879
}

***

# 6
{
  "formula": "C4H9N2",
  "method": "wB97M-V/def2-TZVPD",
  "elements": ["C", "N", "C", "N", "C", "C", "H", "H", "H", "H", "H", "H", "H", "H", "H"],
  "xyz": [[0.346, -2.620, 0.919], [-0.213, -1.472, 0.955], [-0.462, -0.711, -0.125], [-1.310, 0.565, 0.213], [0.107, 1.059, 0.201], [0.749, 1.791, -0.926], [0.419, -3.083, 1.934], [0.804, -2.984, -0.059], [-0.351, -0.844, -1.191], [-1.608, 0.510, 1.122], [-1.879, 0.796, -0.635], [0.556, 1.109, 1.190], [1.050, 2.752, -0.467], [0.135, 2.004, -1.870], [1.657, 1.128, -1.260]],
  "forces_ev_per_angstrom": [[0.47, 0.64, -0.20], [-0.64, -0.92, 0.56], [1.52, 5.22, 0.81], [3.04, -0.82, -4.44], [-1.32, -3.98, -1.12], [0.63, -0.43, -1.20], [0.29, -0.15, -1.36], [-0.65, -0.16, 1.52], [-0.28, -0.41, -0.06], [-2.11, -0.09, 2.56], [-0.03, 0.27, 1.65], [-0.41, -0.05, -0.14], [0.30, -0.37, -0.75], [0.59, -0.44, 1.53], [-1.41, 1.69, 0.62]],
  "smiles": "C=N[C@H]1[NH2+][C@@H]1C",
  "orbital_gap_ev": 9.69,
  "e_lumo_ev": -3.928,
  "charge": 1,
  "spin_multiplicity": 1,
  "homo_ev": -13.620
}

***

# 7
{
  "formula": "C4H9N2",
  "method": "wB97M-V/def2-TZVPD",
  "elements": ["C", "C", "C", "C", "N", "N", "H", "H", "H", "H", "H", "H", "H", "H", "H"],
  "xyz": [[0.684, -1.117, 0.172], [0.041, 0.288, 0.086], [-0.258, 1.074, -1.181], [-0.942, -0.429, 1.294], [0.046, 2.268, -1.591], [-0.013, -1.615, 1.485], [0.527, -1.715, -0.647], [1.776, -1.134, 0.269], [0.799, 1.059, 0.531], [-1.000, 0.521, -1.781], [-2.020, -0.616, 0.942], [-0.458, 2.652, -2.355], [0.567, 2.955, -1.042], [-0.415, -2.534, 1.576], [0.665, -1.657, 2.243]],
  "forces_ev_per_angstrom": [[0.87, 0.45, 1.39], [2.34, 2.76, 1.43], [-1.93, -3.96, 0.91], [-1.14, 2.53, -0.48], [0.43, 0.01, 1.71], [0.63, 0.59, -2.54], [-1.17, -1.69, -1.65], [-0.16, 0.31, 0.47], [-1.26, -1.43, 0.32], [0.37, 0.62, -0.39], [1.96, -0.53, 0.41], [-0.34, 0.22, -0.85], [0.06, -0.55, -0.05], [-0.49, -0.59, -1.13], [-0.16, 1.26, 0.47]],
  "orbital_gap_ev": [6.26, 6.29],
  "e_lumo_ev": [-4.651, -4.637],
  "charge": 1,
  "spin_multiplicity": 1,
  "homo_ev": [-10.912, -10.932]
}

***

# 8
{
  "formula": "C4H9N2",
  "method": "wB97M-V/def2-TZVPD",
  "elements": ["C", "C", "C", "C", "N", "N", "H", "H", "H", "H", "H", "H", "H", "H", "H"],
  "xyz": [[-1.850, -0.476, -0.226], [2.554, -0.471, -0.252], [1.655, 0.725, -0.143], [-2.942, 0.378, 0.135], [1.240, -0.526, 0.398], [-0.988, -1.134, -0.534], [2.621, -0.938, -1.316], [3.319, -0.451, 0.442], [1.997, 1.577, 0.433], [1.050, 1.139, -0.802], [-3.906, -0.273, 0.162], [-2.945, 0.923, 1.126], [-3.318, 1.182, -0.570], [0.467, -1.042, -0.203], [1.044, -0.612, 1.348]],
  "forces_ev_per_angstrom": [[-1.92, 2.10, 0.46], [-1.66, 0.49, -3.21], [3.12, 0.13, 2.24], [-4.12, 0.80, 0.64], [-0.79, -1.32, -2.11], [1.11, -1.68, -0.94], [0.01, 0.40, 2.49], [1.79, -0.28, 0.76], [0.05, -0.63, 1.12], [-2.47, 0.94, -3.93], [1.66, 0.73, 0.17], [0.72, -1.05, -0.91], [1.34, -1.04, 0.16], [0.79, 0.85, 1.00], [0.36, -0.44, 2.06]],
  "orbital_gap_ev": 13.41,
  "e_lumo_ev": -2.895,
  "charge": 1,
  "spin_multiplicity": 1,
  "homo_ev": -16.308
}

***

What are the relative energy (zero: lowest compared OMol25 entry of this formula, charge and spin) values for these records? In order: 13.8 103.3 453.2 35.3 254.0 405.3 569.4 290.9 kJ/mol.